i.
# C52H54AsAuN3O5SeTe

C52H54AsAuN3O5SeTe as an isolated structure (the ωB97M-V functional and the def2-TZVPD basis, the Open Molecules 2025 dataset).

LUMO level (spin up / spin down)   3.81 / 3.48 eV
2S+1   4
Total charge   -2
Kohn-Sham gap (spin up / spin down)   4.60 / 6.14 eV

Each line ends with the Mulliken spin population.
Atoms and positions in Å:
Au -2.103 0.796 -0.464  0.56
Te 0.276 0.369 1.926  0.04
Se -4.594 0.010 -1.119  0.31
As -0.174 -1.667 -1.935  0.16
O -2.190 3.476 2.899  0.01
O -3.837 4.323 0.859  0.01
O -3.110 2.642 -0.395  0.08
O 3.136 1.102 -1.808  0.10
O -1.793 1.633 1.723  0.01
N -1.107 -0.984 -0.494  -0.07
N -4.740 -2.906 -1.489  0.07
N 1.175 1.353 0.557  0.16
C -3.258 -3.317 -4.313  0.01
C 0.213 3.523 5.738  0.00
C -3.243 -2.483 2.108  0.00
C -4.640 -1.764 -1.335  -0.03
C 1.691 -2.217 2.879  -0.03
C 0.532 -2.833 2.164  0.01
C 4.449 -3.427 5.182  0.00
C -3.589 -0.976 -4.426  0.00
C -0.096 1.364 4.701  -0.04
C -0.788 4.479 -1.431  -0.12
C -2.401 -0.759 -3.737  -0.01
C 3.692 1.459 -2.959  0.28
C -0.630 4.646 -2.803  0.18
C -4.058 -2.250 -4.684  0.00
C -5.372 -2.494 -5.364  0.00
C -0.227 3.402 -0.792  0.08
C 3.571 0.951 -4.214  -0.08
C -0.225 2.211 5.791  0.01
C 4.434 1.542 -5.301  -0.01
C -2.477 -4.227 0.691  -0.01
C 0.951 -1.761 -4.711  -0.01
C -1.653 -1.841 -3.267  0.01
C 0.024 4.475 6.885  0.00
C 0.520 2.420 -1.486  0.16
C 1.173 -0.402 -2.639  0.19
C -2.069 -3.132 -3.624  -0.02
C -3.207 -3.832 1.796  0.01
C -0.655 -0.023 4.794  0.05
C -1.801 -1.929 0.228  -0.04
C 2.695 -0.080 -4.602  0.44
C 1.952 -0.844 2.771  0.05
C -1.925 0.652 -3.607  0.03
C -1.235 -4.369 -3.401  -0.01
C 1.080 1.316 -0.776  0.19
C 0.934 3.131 3.453  -0.02
C -2.549 -1.555 1.362  0.02
C 2.458 -0.788 -0.612  0.06
C 2.514 -3.039 3.635  0.00
C -1.804 -3.301 -0.074  0.02
C 0.497 1.809 3.518  0.05
C 0.104 3.705 -3.512  -0.10
C 1.930 0.305 -1.548  0.09
C 1.655 -0.695 -3.904  -0.08
C 0.804 3.954 4.566  0.00
C 3.516 1.074 3.209  -0.01
C -2.316 2.794 1.898  -0.01
C -3.180 3.310 0.690  -0.01
C 0.673 2.625 -2.877  0.06
C 3.919 -1.194 4.139  0.00
C 1.542 3.770 2.240  0.04
C 3.618 -2.538 4.303  0.00
C 3.108 -0.356 3.382  0.00
H 0.102 -0.770 4.553  -0.01
H 1.241 1.929 -3.472  0.11
H 2.820 -0.411 -5.627  0.02
H -4.162 -0.118 -4.752  0.00
H -2.641 1.263 -3.058  0.00
H -0.962 0.700 -3.103  0.02
H -0.351 3.961 7.767  0.00
H 2.536 4.161 2.468  0.00
H -3.829 -2.143 2.951  0.00
H -6.109 -2.794 -4.618  0.00
H -3.767 -4.554 2.374  0.00
H -3.572 -4.325 -4.550  0.00
H -0.411 -2.361 2.447  0.01
H -0.368 3.283 0.268  0.03
H 4.403 2.263 -2.779  0.01
H 3.009 1.498 2.348  0.01
H 1.610 3.059 1.425  -0.01
H 1.635 -1.215 -0.040  0.00
H -0.332 -4.151 -2.825  0.00
H 0.911 4.605 1.932  -0.01
H 3.179 -0.352 0.078  0.01
H -2.619 -0.512 1.631  -0.01
H 5.270 2.090 -4.874  0.00
H -2.443 -5.271 0.408  0.00
H -1.036 -0.228 5.793  0.00
H -0.696 5.244 6.603  0.00
H -0.721 1.847 6.684  0.00
H 0.963 4.968 7.137  0.00
H -5.287 -3.299 -6.098  0.00
H 4.431 -3.074 6.213  0.00
H 4.799 -0.783 4.620  0.00
H 4.062 -4.444 5.163  0.00
H 3.857 2.234 -5.916  0.00
H -5.735 -1.596 -5.861  0.00
H 5.486 -3.440 4.851  0.00
H -1.812 -5.133 -2.883  0.00
H 2.945 -1.569 -1.199  -0.01
H 1.144 4.980 4.491  0.00
H 0.240 3.814 -4.584  0.00
H -1.815 1.101 -4.596  0.00
H -0.934 -4.770 -4.371  0.00
H 0.840 -2.667 -4.109  0.00
H -1.283 -3.635 -0.961  0.02
H 4.817 0.756 -5.950  0.00
H -1.481 -0.115 4.088  -0.01
H 4.594 1.143 3.068  0.00
H 0.454 -3.899 2.376  0.00
H 0.649 -2.712 1.083  0.00
H -1.077 5.492 -3.309  0.02
H 2.277 -4.093 3.715  0.00
H -0.043 -1.438 -5.020  0.00
H 3.254 1.658 4.090  0.00
H -1.364 5.191 -0.854  0.00
H 1.531 -2.007 -5.598  0.00


ii.
# C52H54AsAuN3O5SeTe

C52H54AsAuN3O5SeTe as an isolated structure (the ωB97M-V functional and the def2-TZVPD basis, the Open Molecules 2025 dataset).

LUMO level (spin up / spin down)   3.66 / 3.53 eV
2S+1   4
Total charge   -2
Kohn-Sham gap (spin up / spin down)   6.11 / 6.14 eV

Each line ends with the Mulliken spin population.
Atoms and positions in Å:
Au 0.353 -2.764 -1.262  0.39
Te -1.693 1.701 -1.474  0.13
Se 1.907 -0.929 -2.263  0.32
As 1.007 -1.159 1.501  0.02
O -1.547 -4.289 -0.580  0.19
O 0.273 -5.089 -2.603  0.16
O -1.348 -6.528 -3.357  0.17
O -1.059 -2.472 -2.923  0.14
O -3.267 -4.877 -1.981  0.18
N -1.278 -0.287 -2.300  0.90
N 1.205 -2.783 0.670  0.11
N 4.443 -2.355 -2.974  0.07
C -3.068 6.504 -0.418  0.01
C -2.275 4.897 -2.063  -0.04
C 1.461 -5.201 0.556  -0.02
C 0.205 2.034 -3.901  0.01
C -1.574 -1.818 2.554  0.01
C 4.256 -2.266 1.183  0.00
C 5.109 -0.485 2.675  0.00
C 3.990 -1.090 2.093  0.00
C -3.562 7.887 -0.065  0.00
C -1.050 -2.224 5.239  0.00
C 6.249 1.236 4.133  0.00
C -2.040 -1.606 1.124  -0.01
C -0.855 1.398 -4.769  -0.02
C -2.924 5.528 0.558  0.00
C 0.077 2.238 -2.516  0.01
C 1.798 -6.412 1.139  0.00
C -1.682 -1.339 -2.939  -0.12
C -0.004 -1.870 4.391  0.00
C -3.455 -2.794 5.736  0.00
C 3.710 3.380 -4.552  0.00
C 1.128 2.958 -0.289  0.03
C 2.079 -4.078 2.577  0.01
C -3.948 -0.434 -3.673  0.00
C 1.310 1.319 3.432  0.00
C -2.350 -2.393 4.790  0.00
C 1.559 -3.988 1.271  0.01
C 2.442 2.986 -3.837  0.01
C 3.764 1.172 3.706  0.00
C 5.023 0.628 3.495  0.00
C 2.622 0.603 3.157  0.00
C -2.124 3.907 -1.074  0.02
C -2.961 -2.275 -4.857  0.01
C 2.711 -0.575 2.383  0.00
C -2.737 6.169 -1.724  0.00
C -5.058 -0.490 -4.509  0.00
C -0.809 -5.626 -2.764  0.17
C -2.891 -1.320 -3.846  -0.01
C -4.063 -2.324 -5.701  0.01
C 2.263 -6.485 2.450  0.00
C 1.336 -1.743 5.089  0.00
C -1.956 4.622 -3.517  0.01
C -2.466 4.243 0.254  0.05
C 3.452 -1.832 -2.677  -0.02
C -2.587 -2.180 3.445  0.00
C 2.308 3.156 -2.467  0.00
C -2.156 -4.744 -1.549  0.14
C -2.370 3.252 1.403  0.00
C -0.247 -1.668 3.013  0.00
C 1.152 2.782 -1.787  -0.03
C 1.385 2.419 -4.531  -0.01
C -5.116 -1.432 -5.529  0.00
C 2.413 -5.296 3.154  0.00
H -3.595 -2.296 3.054  0.00
H 1.250 -1.053 5.934  0.00
H -3.254 -3.773 6.180  0.00
H 4.257 2.495 -4.889  0.00
H -2.546 -2.501 0.759  0.01
H 0.433 0.728 3.189  0.00
H -2.289 3.774 2.361  0.00
H -4.389 7.839 0.647  0.00
H 5.272 -2.216 0.791  0.00
H 6.186 1.193 5.223  0.00
H -2.399 3.676 -3.836  0.00
H 3.135 3.574 -1.900  0.00
H -3.258 2.610 1.452  0.00
H -2.846 6.919 -2.506  0.00
H -1.852 1.500 -4.350  0.02
H -5.982 -1.477 -6.181  0.00
H 7.153 0.706 3.826  0.00
H 6.361 2.288 3.854  0.00
H 2.132 -1.389 4.452  0.00
H 3.661 2.071 4.315  0.00
H 0.333 3.644 0.016  0.00
H 1.256 2.241 2.850  0.00
H 1.113 -5.178 -0.471  0.02
H 3.577 -2.286 0.342  -0.01
H -0.662 0.325 -4.867  0.00
H -1.513 2.586 1.302  0.01
H 0.953 1.998 0.199  -0.02
H 4.138 -3.215 1.713  0.00
H 1.237 1.590 4.488  0.00
H -4.412 -2.850 5.216  0.00
H 2.514 -7.437 2.900  0.00
H -3.907 8.418 -0.953  0.00
H 4.370 3.951 -3.896  0.00
H 2.084 3.353 0.063  0.00
H -0.827 -2.381 6.294  0.00
H -3.905 0.296 -2.879  0.01
H -2.750 -0.774 1.088  0.00
H -2.150 -2.987 -4.953  0.01
H -0.845 1.840 -5.768  0.00
H -5.883 0.198 -4.356  0.00
H -4.109 -3.072 -6.484  0.00
H 6.087 -0.910 2.459  0.00
H -3.174 5.769 1.591  0.00
H -1.251 -1.387 0.414  0.01
H 1.636 -2.715 5.491  0.00
H -0.878 4.537 -3.676  0.00
H -2.770 8.486 0.394  0.00
H 1.692 -7.318 0.554  0.00
H 1.479 2.260 -5.603  0.00
H -2.337 5.419 -4.161  0.00
H -3.554 -2.077 6.556  0.00
H 3.493 3.988 -5.434  0.00
H 2.808 -5.310 4.165  0.00
H 2.260 -3.170 3.123  0.00


Most stable one: ii, least stable one: i.


i.
# C2H4N4O

One molecule with the formula C2H4N4O (the ωB97M-V functional and the def2-TZVPD basis, the Open Molecules 2025 dataset).

LUMO level (spin up / spin down)   -0.28 / -1.07 eV
2S+1   1
Total charge   0
Kohn-Sham gap (spin up / spin down)   8.53 / 7.43 eV

Each line ends with the Löwdin charge.
Atoms and positions in Å:
O 1.372 -1.730 -1.921  -0.01
N 0.530 0.074 -1.039  -0.06
N -1.221 -0.697 0.702  0.24
N -0.257 0.897 -0.293  0.10
N -0.579 1.190 2.049  0.13
C 0.296 -1.214 -1.295  -0.16
C -0.666 0.414 0.927  -0.67
H 1.189 0.610 -1.597  0.15
H 1.126 -2.628 -2.174  0.09
H -0.366 2.162 1.868  0.09
H -1.282 1.031 2.756  0.10


ii.
# C2H4N4O

One molecule with the formula C2H4N4O (the ωB97M-V functional and the def2-TZVPD basis, the Open Molecules 2025 dataset).

LUMO level   0.31 eV
2S+1   1
Total charge   0
Kohn-Sham gap   9.57 eV

Each line ends with the Löwdin charge.
Atoms and positions in Å:
O -0.166 -0.396 -1.927  0.04
N 1.125 1.313 -0.133  0.10
N -0.699 -0.421 -0.560  -0.17
N -1.490 -1.184 0.034  -0.03
N -1.220 -1.236 1.302  0.03
C -0.331 -0.117 1.502  -0.07
C 0.125 0.228 0.231  -0.29
H 1.598 1.119 -0.981  0.04
H 0.183 -0.051 2.479  0.10
H -1.008 -0.391 -2.522  0.16
H 1.883 1.136 0.574  0.10


Most stable one: ii, least stable one: i.


i.
# C2H4N4O

One molecule with the formula C2H4N4O (the ωB97M-V functional and the def2-TZVPD basis, the Open Molecules 2025 dataset).

LUMO level   0.74 eV
2S+1   1
Total charge   0
Kohn-Sham gap   9.11 eV

Each line ends with the Löwdin charge.
Atoms and positions in Å:
O -0.834 0.597 1.485  0.00
N -1.881 -0.279 -0.248  0.06
N 1.300 0.461 1.167  0.19
N -2.248 0.045 0.877  0.13
N 0.061 -0.519 -1.579  0.07
C -0.396 -0.045 -0.512  -0.38
C 0.061 0.493 0.614  -0.46
H 0.204 -0.106 -2.510  0.11
H 2.063 0.212 0.513  0.13
H 0.124 -1.507 -1.829  0.11
H 1.547 0.646 2.022  0.03


ii.
# C2H4N4O

C2H4N4O as an isolated structure (the ωB97M-V functional and the def2-TZVPD basis, the Open Molecules 2025 dataset).

LUMO level (spin up / spin down)   0.40 / 0.40 eV
2S+1   1
Total charge   0
Kohn-Sham gap (spin up / spin down)   8.82 / 8.83 eV

Each line ends with the Löwdin charge.
Atoms and positions in Å:
O -0.699 -0.374 3.952  -0.17
N 0.496 -0.898 4.059  -0.01
N 1.144 -0.777 2.962  0.02
N 0.878 -0.112 0.734  -0.03
N -1.078 0.060 2.845  0.10
C 0.583 -0.348 1.950  -0.29
C -0.126 0.334 -0.230  -0.08
H -0.645 -0.425 -0.711  0.04
H 1.798 -0.402 0.216  0.21
H 0.316 0.988 -1.110  0.12
H -0.899 0.832 0.433  0.09


Most stable one: i, least stable one: ii.